A cluster of 12 separate species, C56H111Cl4N3O15S4 in total at a distorted geometry. Source: OMol25; level of theory: wB97M-V/def2-TZVPD.

Cartesian coordinates (Å):
C 2.93 -2.06 -2.41
C 2.12 -1.23 -1.44
C 0.73 -0.80 -1.97
C 0.07 0.03 -0.86
N -1.30 0.71 -1.29
C -1.82 1.65 -0.17
C -2.57 0.79 0.80
C -2.83 -0.57 0.03
C -2.48 -0.32 -1.35
C -1.15 1.41 -2.69
H 2.28 -2.52 -3.15
H 3.48 -2.89 -1.96
H 3.76 -1.52 -2.86
H 2.62 -0.27 -1.32
H 1.94 -1.83 -0.55
H 0.15 -1.72 -1.99
H 0.66 -0.32 -2.94
H 0.72 0.88 -0.64
H -0.18 -0.43 0.10
H -2.48 2.36 -0.67
H -0.97 2.23 0.19
H -3.48 1.39 0.83
H -2.12 0.72 1.79
H -3.86 -0.91 0.05
H -2.25 -1.33 0.53
H -3.19 0.12 -2.05
H -2.01 -1.17 -1.85
H -1.00 0.67 -3.47
H -0.29 2.04 -2.46
H -1.99 2.07 -2.89
C 5.33 2.82 2.55
C 4.97 4.00 1.63
C 6.33 4.61 1.07
C 6.84 4.20 -0.33
C 5.70 4.20 -1.29
C 4.41 3.40 -0.90
N 3.92 3.84 0.52
O 2.72 3.17 1.05
C 4.90 1.94 -0.94
C 3.22 3.57 -1.92
C 4.47 5.14 2.56
H 4.66 2.74 3.41
H 6.33 2.91 2.99
H 5.32 1.91 1.95
H 7.19 4.29 1.66
H 6.34 5.69 1.21
H 7.18 3.17 -0.19
H 7.63 4.84 -0.70
H 6.22 3.75 -2.14
H 5.52 5.24 -1.55
H 5.52 1.59 -0.12
H 5.45 1.77 -1.87
H 4.09 1.22 -0.98
H 2.62 2.66 -2.04
H 3.57 3.57 -2.95
H 2.53 4.37 -1.65
H 4.34 6.09 2.05
H 5.14 5.28 3.41
H 3.53 4.98 3.08
C -5.33 5.11 4.41
C -3.89 4.99 5.04
C -4.03 5.16 6.59
C -4.63 3.80 7.08
C -3.70 2.62 6.71
C -3.54 2.43 5.17
N -3.21 3.73 4.59
O -2.82 3.67 3.16
C -4.77 1.68 4.49
C -2.27 1.46 5.15
C -2.97 6.22 4.71
H -5.33 4.99 3.33
H -5.88 5.98 4.76
H -5.95 4.25 4.68
H -4.69 5.97 6.88
H -3.09 5.36 7.12
H -5.69 3.70 6.87
H -4.70 3.77 8.17
H -4.27 1.76 7.06
H -2.76 2.80 7.25
H -4.73 0.59 4.58
H -4.90 1.89 3.43
H -5.63 2.13 5.00
H -2.08 1.20 4.11
H -2.50 0.49 5.59
H -1.44 1.84 5.74
H -2.18 6.48 5.42
H -3.49 7.15 4.50
H -2.35 6.04 3.84
C -0.89 5.45 -2.00
O -1.18 5.32 -0.59
H -1.00 4.49 -2.50
H -1.61 6.12 -2.47
H 0.04 5.92 -2.31
C -7.32 4.76 -1.08
C -6.38 5.95 -0.95
C -4.93 5.29 -0.96
S -5.02 4.01 -2.21
O -4.49 2.77 -1.63
O -4.53 4.58 -3.45
C -6.89 3.85 -2.25
H -8.32 5.10 -1.34
H -7.34 4.15 -0.18
H -6.51 6.51 -0.02
H -6.31 6.69 -1.75
H -4.72 4.74 -0.04
H -3.94 5.76 -0.89
H -7.27 2.86 -1.99
H -7.36 4.20 -3.17
C 5.75 -8.49 -3.95
C 6.26 -7.31 -4.73
C 4.88 -6.62 -5.18
S 3.56 -6.76 -3.92
O 2.28 -7.17 -4.60
O 3.72 -5.60 -3.04
C 4.37 -8.14 -3.13
H 6.55 -9.03 -3.44
H 5.43 -9.27 -4.64
H 6.92 -7.54 -5.57
H 6.88 -6.65 -4.12
H 4.50 -7.24 -6.00
H 4.84 -5.70 -5.75
H 3.80 -8.96 -2.71
H 4.73 -7.70 -2.20
C -2.17 -5.98 -2.78
C -1.01 -5.44 -3.50
C -1.42 -4.48 -4.66
S -3.09 -3.88 -4.23
O -3.99 -4.48 -5.18
O -3.05 -2.44 -3.91
C -3.23 -4.87 -2.66
H -1.90 -6.25 -1.76
H -2.41 -6.99 -3.12
H -0.58 -6.35 -3.92
H -0.28 -5.04 -2.79
H -1.57 -5.00 -5.61
H -0.71 -3.69 -4.92
H -4.27 -5.16 -2.56
H -3.09 -4.07 -1.94
C 2.72 -1.20 5.16
C 3.88 -1.09 4.12
C 3.53 0.06 3.14
S 1.76 -0.31 2.76
O 1.54 -1.29 1.67
O 1.04 0.90 2.76
C 1.38 -1.02 4.44
H 2.97 -0.36 5.82
H 2.73 -2.05 5.85
H 4.07 -2.01 3.56
H 4.87 -0.86 4.53
H 4.06 0.21 2.20
H 3.47 1.07 3.56
H 0.74 -1.90 4.40
H 0.94 -0.19 4.99
O 5.17 1.08 -7.82
C 5.12 -0.01 -7.24
O 6.17 -0.41 -6.57
C 5.91 -1.62 -5.94
C 4.69 -2.20 -6.59
C 4.06 -0.99 -7.29
H 5.73 -1.44 -4.88
H 6.67 -2.40 -6.00
H 4.09 -2.61 -5.78
H 4.88 -2.93 -7.37
H 3.32 -0.55 -6.62
H 3.55 -1.06 -8.25
O 0.86 -8.18 -1.42
C 1.40 -7.34 -0.66
O 1.30 -5.90 -0.78
C 2.18 -5.21 0.09
C 2.94 -6.28 0.80
C 2.11 -7.56 0.69
H 1.64 -4.52 0.73
H 2.89 -4.66 -0.52
H 3.14 -5.92 1.81
H 3.87 -6.49 0.27
H 1.40 -7.65 1.52
H 2.70 -8.48 0.69
Cl -2.54 -2.21 3.62
C -4.00 -2.96 2.91
C -3.73 -4.36 2.41
Cl -2.69 -4.40 1.00
H -4.32 -2.25 2.15
H -4.76 -2.90 3.69
H -4.70 -4.85 2.27
H -3.24 -5.01 3.13
Cl -8.26 1.17 0.28
C -7.34 1.74 1.67
C -7.63 0.67 2.76
Cl -7.01 -0.98 2.42
H -7.60 2.75 1.97
H -6.29 1.62 1.42
H -8.72 0.66 2.82
H -7.10 1.01 3.65

Values from the calculation:
charge = -2
HOMO-LUMO gap = 2.017 eV
DFT total energy = -6926.1283 a.u.
maximum force = 5.832 eV/Å
highest occupied orbital energy = 0.1 eV


A cluster of 14 separate species, C56H112O14 in total at a distorted geometry. Source: OMol25; level of theory: wB97M-V/def2-TZVPD.

Cartesian coordinates (Å):
C 25.00 -5.68 -15.08
C 25.92 -6.72 -15.81
C 24.96 -7.80 -16.16
O 23.66 -7.29 -16.08
C 23.63 -6.23 -15.18
H 24.96 -4.66 -15.47
H 25.29 -5.66 -14.03
H 26.83 -7.02 -15.28
H 26.21 -6.19 -16.73
H 25.01 -8.65 -15.48
H 25.20 -8.03 -17.20
H 23.26 -6.52 -14.20
H 22.80 -5.64 -15.58
C 27.55 -5.80 -11.14
C 26.00 -5.92 -11.13
C 25.75 -7.35 -11.62
O 26.91 -7.71 -12.43
C 27.78 -6.53 -12.46
H 28.12 -6.34 -10.39
H 27.86 -4.76 -11.26
H 25.51 -5.16 -11.74
H 25.69 -5.83 -10.09
H 24.87 -7.39 -12.25
H 25.62 -8.04 -10.79
H 27.58 -5.83 -13.27
H 28.79 -6.90 -12.59
C 32.23 -0.61 -14.25
C 31.77 -0.17 -15.62
C 33.10 0.17 -16.35
O 34.09 -0.56 -15.62
C 33.53 -1.34 -14.55
H 31.46 -1.09 -13.64
H 32.44 0.30 -13.67
H 31.17 0.73 -15.47
H 31.12 -0.79 -16.23
H 33.23 1.23 -16.13
H 32.98 -0.03 -17.42
H 34.18 -1.18 -13.70
H 33.37 -2.39 -14.77
C 33.52 -0.36 -8.08
C 32.25 0.22 -8.64
C 32.62 0.31 -10.11
O 33.83 -0.42 -10.24
C 34.57 -0.44 -9.13
H 33.42 -1.40 -7.78
H 34.05 0.07 -7.23
H 32.16 1.25 -8.28
H 31.40 -0.44 -8.46
H 32.86 1.32 -10.43
H 31.84 -0.01 -10.81
H 35.43 0.22 -9.12
H 35.08 -1.41 -9.17
C 31.67 -4.50 -16.55
C 30.18 -4.49 -16.75
C 29.62 -5.54 -15.72
O 30.70 -6.09 -15.01
C 31.93 -5.76 -15.73
H 31.89 -3.60 -15.98
H 32.32 -4.37 -17.42
H 30.06 -4.80 -17.79
H 29.75 -3.49 -16.62
H 29.06 -6.30 -16.27
H 28.84 -5.10 -15.09
H 32.24 -6.66 -16.25
H 32.67 -5.53 -14.96
C 31.14 -3.82 -10.69
C 30.81 -5.10 -11.47
C 32.19 -5.75 -11.66
O 33.03 -4.58 -11.46
C 32.29 -3.35 -11.41
H 31.30 -3.90 -9.62
H 30.26 -3.18 -10.67
H 30.42 -4.89 -12.47
H 30.14 -5.68 -10.85
H 32.18 -6.09 -12.69
H 32.42 -6.57 -10.98
H 32.21 -2.94 -12.41
H 32.80 -2.65 -10.73
C 24.04 -3.43 -9.17
C 25.20 -3.66 -8.25
C 24.76 -2.99 -6.89
O 23.38 -2.73 -7.01
C 22.96 -3.41 -8.12
H 23.88 -4.32 -9.77
H 24.16 -2.54 -9.80
H 26.09 -3.13 -8.57
H 25.41 -4.72 -8.13
H 25.32 -2.07 -6.70
H 25.05 -3.59 -6.03
H 22.05 -2.96 -8.51
H 22.68 -4.44 -7.91
C 23.25 -0.44 -15.48
C 21.84 -0.72 -14.81
C 22.11 -1.99 -14.13
O 23.44 -2.34 -14.49
C 23.91 -1.76 -15.72
H 23.70 0.21 -14.72
H 23.21 0.19 -16.36
H 21.05 -0.77 -15.56
H 21.49 -0.02 -14.05
H 21.47 -2.81 -14.48
H 22.05 -1.95 -13.04
H 23.76 -2.26 -16.68
H 24.99 -1.62 -15.67
C 23.96 2.07 -10.84
C 24.43 0.70 -10.34
C 23.26 0.27 -9.33
O 22.67 1.59 -9.07
C 23.43 2.72 -9.58
H 23.05 1.99 -11.43
H 24.65 2.68 -11.43
H 25.42 0.84 -9.90
H 24.43 0.00 -11.18
H 23.76 -0.10 -8.43
H 22.65 -0.41 -9.92
H 24.17 2.93 -8.81
H 22.63 3.44 -9.77
C 28.48 -1.51 -14.18
C 27.34 -2.26 -13.67
C 26.58 -1.44 -12.69
O 27.50 -0.38 -12.38
C 28.77 -0.65 -12.98
H 28.22 -0.83 -14.99
H 29.29 -2.14 -14.55
H 27.63 -3.19 -13.18
H 26.64 -2.55 -14.46
H 26.21 -2.04 -11.86
H 25.61 -1.14 -13.09
H 29.52 -1.13 -12.35
H 29.16 0.32 -13.30
C 29.03 2.26 -9.63
C 28.05 2.59 -10.68
C 27.16 3.50 -9.82
O 27.04 2.84 -8.55
C 28.22 2.08 -8.31
H 29.83 3.00 -9.54
H 29.54 1.34 -9.90
H 27.49 1.73 -11.06
H 28.66 3.05 -11.45
H 26.17 3.78 -10.17
H 27.71 4.39 -9.51
H 27.80 1.07 -8.40
H 28.73 2.26 -7.37
C 27.75 0.61 -20.30
C 28.44 -0.40 -19.43
C 27.34 -1.06 -18.58
O 26.18 -0.26 -18.84
C 26.30 0.15 -20.13
H 28.01 0.59 -21.36
H 27.83 1.62 -19.90
H 29.23 -0.02 -18.78
H 28.94 -1.12 -20.09
H 27.66 -0.96 -17.54
H 27.14 -2.11 -18.75
H 25.57 0.94 -20.26
H 25.87 -0.65 -20.74
C 25.51 2.33 -14.65
C 25.96 1.45 -15.73
C 27.35 2.03 -16.05
O 27.65 2.91 -15.03
C 26.43 3.53 -14.64
H 25.57 1.72 -13.75
H 24.48 2.59 -14.91
H 25.29 1.49 -16.59
H 25.99 0.41 -15.41
H 27.32 2.64 -16.95
H 28.18 1.33 -16.09
H 26.05 4.31 -15.29
H 26.65 3.96 -13.67
C 32.22 3.41 -13.97
C 32.12 4.91 -13.70
C 31.88 4.79 -12.14
O 31.06 3.62 -12.05
C 30.97 2.90 -13.24
H 33.20 3.20 -13.53
H 32.24 3.00 -14.98
H 31.27 5.41 -14.16
H 33.01 5.48 -13.97
H 31.38 5.70 -11.80
H 32.79 4.58 -11.60
H 30.09 3.09 -13.86
H 30.94 1.86 -12.91

Values from the calculation:
HOMO-LUMO gap = 9.573 eV
energy relative to the best compared isomer or geometry (same formula, charge and spin) = 565.09 kJ/mol
DFT total energy = -3253.8363 a.u.
maximum force = 5.059 eV/Å
highest occupied orbital energy = -9.2 eV